{"formula": "C19H26BrN3O3S", "method": "ωB97M-V/def2-TZVPD", "species": ["Br", "S", "O", "O", "O", "N", "N", "N", "C", "C", "C", "C", "C", "C", "C", "C", "C", "C", "C", "C", "C", "C", "C", "C", "C", "C", "C", "H", "H", "H", "H", "H", "H", "H", "H", "H", "H", "H", "H", "H", "H", "H", "H", "H", "H", "H", "H", "H", "H", "H", "H", "H", "H"], "positions_angstrom": [[0.7984, 2.2467, -2.3044], [4.4534, -2.2412, 2.2725], [4.2349, 4.6236, 2.0849], [-3.9856, -1.1452, -0.2087], [-5.1925, -3.2695, -0.1616], [4.5671, -0.7416, 1.3280], [2.8016, -2.8158, 1.9333], [-1.0121, -0.3510, -1.3833], [-5.0405, -0.2891, 0.3593], [1.4091, 0.7905, -1.0309], [4.0380, 5.9581, 1.4952], [-5.4249, -0.6540, 1.9335], [-1.0083, -0.9735, -2.6106], [2.1659, -1.7945, 1.0082], [-2.5137, -1.2106, -3.2992], [3.3652, 3.6079, 1.4229], [3.2069, -0.5524, 0.6533], [0.3421, -0.4436, -0.6982], [2.9221, 0.7614, -0.3417], [-0.3973, -2.9485, 0.6221], [-4.1332, -2.5492, 0.2246], [-1.6902, -2.4590, 1.5042], [4.0595, 1.9027, -0.6436], [3.6612, 3.4238, -0.1798], [0.6860, -1.7147, 0.3071], [0.3233, -1.5207, -3.4124], [-3.0636, -3.3312, 1.2438], [-2.8636, -4.4339, 0.8772], [-4.5941, 0.8125, 0.3929], [-3.6083, -3.4138, 2.2870], [-1.8592, -1.3127, 1.2989], [-5.9994, -0.2235, -0.3294], [5.1115, 1.6479, -0.1944], [-6.2420, -1.4908, 1.8936], [-3.3694, -0.6566, -2.7042], [-4.4654, -0.9645, 2.5517], [4.0336, 6.8077, 2.3001], [-5.8288, 0.3335, 2.4589], [2.7014, 3.8545, -0.7439], [0.2013, -3.7245, 1.2951], [-2.6860, -2.3813, -3.2730], [3.1125, 6.0128, 0.7451], [4.5565, 4.1249, -0.5429], [4.9909, 6.1653, 0.8073], [3.4759, 2.5771, 2.0133], [0.0119, -1.8084, -4.5255], [0.6823, -2.5118, -2.8607], [-0.7243, -3.4519, -0.4019], [-2.4151, -0.8211, -4.4103], [2.2332, 3.9344, 1.6060], [-1.4118, -2.5983, 2.6490], [1.1984, -0.7270, -3.4791], [4.1853, 1.9400, -1.8292]], "forces_ev_per_angstrom": [[0.91, -1.92, 1.66], [-3.64, 2.35, -3.20], [-1.75, 0.03, -1.50], [-0.89, -2.86, 2.15], [6.32, 4.72, 2.19], [-5.62, -1.88, -0.91], [0.02, 4.97, -3.12], [3.04, -3.29, -2.88], [-0.60, 1.89, 1.14], [2.95, -2.87, 3.25], [1.06, 0.41, -1.52], [-0.03, 0.49, -0.63], [-0.85, 1.32, 2.19], [1.68, 1.21, -0.06], [1.53, 0.20, 0.15], [-0.63, -0.30, 0.52], [1.67, -0.89, 1.02], [2.01, -0.97, 1.34], [-3.50, -1.62, -0.40], [0.82, 0.46, 0.07], [-4.89, -3.46, -1.66], [0.28, 0.03, 0.33], [-0.50, 0.11, -0.79], [-0.30, 0.77, -0.31], [0.88, 2.11, -1.10], [-0.76, -0.48, -0.15], [0.25, 1.34, 0.08], [-0.51, 2.44, 0.46], [-0.65, -2.49, -0.33], [0.78, 0.22, -2.28], [0.09, -2.36, 0.39], [1.97, -0.56, 1.44], [-2.29, 0.13, -0.67], [1.67, 1.57, 0.49], [2.05, -1.19, -1.18], [-1.98, 0.46, -1.45], [-0.28, -1.89, -1.35], [0.64, -2.22, -1.25], [2.14, -1.32, 1.03], [-1.18, 1.56, -1.77], [0.26, 2.45, -0.21], [1.74, -0.10, 1.97], [-1.84, -1.57, 1.05], [-1.98, -0.27, 1.39], [0.15, 2.34, -1.30], [0.59, 0.61, 2.51], [-0.60, 2.23, -1.18], [0.67, 1.10, 2.18], [-0.45, -0.96, 2.23], [2.33, -0.62, -0.59], [-0.51, 0.43, -2.44], [-1.97, -1.65, 0.46], [-0.29, -0.17, 2.53]], "mol_weight_g_mol": 456.41, "relative_energy_ev": 16.823, "homo_lumo_gap_ha": 0.2435, "smiles": "CCOC(=O)CCCc1c(N=C(C)C)c(Br)c(CCCOC)c2nsnc12"}


{"formula": "C4H6N2", "method": "ωB97M-V/def2-TZVPD", "species": ["N", "N", "C", "C", "C", "C", "H", "H", "H", "H", "H", "H"], "positions_angstrom": [[-1.6213, 0.1084, -0.2737], [1.4374, -0.3345, 0.3028], [-0.6160, -0.5624, -0.9851], [0.6030, -0.9910, -0.5930], [0.5113, 1.7924, 1.1999], [1.0138, 0.6907, 1.0506], [-1.0222, -1.0841, -1.8444], [2.4326, -0.4523, 0.1986], [1.0912, -1.7994, -1.1132], [0.0182, 2.5795, 1.6953], [-1.3312, 0.4104, 0.6458], [-2.5165, -0.3577, -0.2837]], "forces_ev_per_angstrom": [[0.47, 0.81, -0.06], [0.63, -0.66, 1.52], [-0.78, -1.93, 0.56], [-0.22, 1.00, -1.11], [0.46, -0.87, 0.79], [-0.27, 1.26, -1.47], [0.07, -0.10, 0.01], [-0.17, -0.16, 0.15], [0.07, 0.22, -0.39], [-0.19, 0.45, 0.22], [-0.28, -0.03, -0.16], [0.20, 0.02, -0.05]], "mol_weight_g_mol": 82.11, "relative_energy_ev": 3.621, "homo_lumo_gap_ha": 0.2994, "smiles": "C#CN/C=C\\N"}


no.,E_tot (a.u.)
1,-4101.153892
2,-265.402495